Density functional theory data (ωB97M-V with the def2-TZVPD basis set) for an isolated molecule of C4H6O2S2 in a non-equilibrium geometry.

Structure (XYZ):
```
14
Properties=species:S:1:pos:R:3:forces:R:3:lowdin_charge:R:1
C 1.4464 0.3463 -0.0345 -0.884 -1.577 0.523 -0.59
C 0.3117 -0.5186 0.3250 0.016 0.351 -1.663 -0.48
C -1.9157 0.5280 0.1305 2.200 -3.078 0.782 -0.04
C -0.8868 -0.4231 -0.5951 -0.443 2.068 2.869 -0.23
O 3.3207 1.9841 -0.3681 -0.554 0.702 0.266 -0.56
O 2.4560 -2.1880 0.6006 0.927 -0.799 0.604 -0.52
S 1.9445 1.8466 0.1550 1.343 -0.992 -0.623 0.94
S 1.6856 -1.5408 -0.4330 -1.015 2.503 0.570 1.02
H -0.0926 -0.6443 1.3054 0.829 -0.435 1.062 0.12
H -2.1751 -0.1304 0.9576 -0.695 0.364 0.346 0.08
H -2.7452 0.7634 -0.4149 -2.196 0.494 -1.576 0.04
H -1.5095 1.3989 0.5600 0.863 1.143 0.240 0.06
H -0.5552 -0.0511 -1.4763 0.678 1.095 -3.043 0.07
H -1.2849 -1.3711 -0.7121 -1.071 -1.839 -0.357 0.09
```
Forces are in eV/Å.

Calculated values
orbital gap (spin up / spin down) = 8.91 / 8.91 eV
HOMO level (spin up / spin down) = -9.5 / -9.5 eV
energy relative to the best compared isomer or geometry (same formula, charge and spin) = 458.6 kJ/mol
net charge = 0
DFT total energy = -30006.6286 eV